Entry from the Open Molecules 2025 dataset: a cluster of 2 separate species, C11H24ClN5O2P in total in a non-equilibrium geometry (the ωB97M-V functional and the def2-TZVPD basis).

Bonds (Å) are listed after each position.
Element x y z (Å)
1 O -1.74511 -3.31381 -1.42250  C2 1.362
2 C -1.04445 -3.10806 -2.57180  O1 1.362, Cl3 1.878, C4 1.643
3 Cl -0.90931 -1.30919 -3.09441  C2 1.878
4 C -0.42310 -4.37966 -3.40616  C2 1.643, C5 1.640, H10 1.189, H11 1.173
5 C 0.22172 -5.41035 -2.30571  C4 1.640, C6 1.655, N9 1.523
6 C 0.95255 -4.98762 -0.88169  C5 1.655, N7 1.513, H12 1.170
7 N 1.29465 -6.36182 -0.34968  C6 1.513, C8 1.519, H13 1.043
8 C 0.86114 -7.45406 -1.31183  N7 1.519, N9 1.523, H14 1.172
9 N 0.19683 -6.90993 -2.56959  C5 1.523, C8 1.523, H15 1.044
10 H -1.30654 -4.94049 -3.96984  C4 1.189
11 H 0.36809 -4.09472 -4.22349  C4 1.173
12 H 1.12776 -3.90749 -0.46739  C6 1.170
13 H 1.78036 -6.42103 0.57177  N7 1.043
14 H 1.06643 -8.58761 -1.09652  C8 1.172
15 H -0.16835 -7.46820 -3.37301  N9 1.044
16 O -1.13358 4.80632 0.86520  P17 1.548
17 P -0.64646 3.36804 0.56303  O16 1.548, N18 1.706, N21 1.724, N24 1.780
18 N -1.12653 2.85262 2.11641  P17 1.706, C19 1.448, C20 1.463
19 C -0.36253 2.12939 3.11150  N18 1.448, H27 1.094, H28 1.096, H29 1.090
20 C -2.56568 2.80041 2.37481  N18 1.463, H30 1.093, H31 1.093, H32 1.094
21 N 1.01580 3.82008 0.62217  P17 1.724, C22 1.455, C23 1.467
22 C 2.02145 3.27119 1.51827  N21 1.455, H33 1.094, H34 1.098, H35 1.092
23 C 1.35421 5.22052 0.34364  N21 1.467, H36 1.095, H37 1.096, H38 1.097
24 N -0.08646 1.71452 0.21565  P17 1.780, C25 1.484, C26 1.477
25 C 0.54588 1.63539 -1.12506  N24 1.484, H39 1.096, H40 1.096, H41 1.093
26 C -1.14569 0.68612 0.18786  N24 1.477, H42 1.096, H43 1.092, H44 1.097
27 H 0.04735 1.18721 2.73683  C19 1.094
28 H -0.95739 1.86784 3.99390  C19 1.096
29 H 0.45145 2.74095 3.50032  C19 1.090
30 H -3.01735 1.90452 1.94199  C20 1.093
31 H -3.07584 3.66471 1.94085  C20 1.093
32 H -2.79692 2.81807 3.44439  C20 1.094
33 H 2.00749 3.76716 2.49325  C22 1.094
34 H 3.02570 3.40773 1.09611  C22 1.098
35 H 1.92480 2.19272 1.66236  C22 1.092
36 H 1.16207 5.85902 1.21279  C23 1.095
37 H 0.78106 5.59901 -0.51058  C23 1.096
38 H 2.41000 5.33048 0.06651  C23 1.097
39 H -0.16760 1.90287 -1.91232  C25 1.096
40 H 0.92461 0.62506 -1.31878  C25 1.096
41 H 1.41130 2.29615 -1.22313  C25 1.093
42 H -1.98209 0.99450 -0.44907  C26 1.096
43 H -1.53050 0.46378 1.18487  C26 1.092
44 H -0.76123 -0.27236 -0.18194  C26 1.097

Charge ... +1
Gap between HOMO and LUMO ... 0.166 Ha
2S+1 ... 1
DFT total energy ... -1658.7579 hartree